This record from the OMol25 dataset describes a structure of composition F6K5N3O12S6 at a distorted geometry. The level of theory is ωB97M-V/def2-TZVPD.

HOMO in eV: -13.83
Lowest unoccupied orbital energy in Ha: -0.2520
Total charge: +2

Last column: Mulliken charge in e.
CARTESIAN COORDINATES (ANGSTROEM)
K  -0.4905  -2.1459  5.1572  0.959
K  2.5127  1.5615  2.0801  0.933
K  -3.4012  -2.6764  -0.7595  0.986
K  2.9188  -3.8049  0.1952  0.943
K  -0.8334  2.0482  -1.1178  0.978
S  0.1593  -0.9097  0.5311  0.776
S  1.0322  4.9931  1.1098  0.907
S  0.6350  4.5022  3.4312  1.176
S  -0.0423  -3.9935  -3.2588  0.886
S  -1.0955  -3.6308  -5.3468  1.083
S  -1.2135  0.2498  2.2758  1.062
F  -0.3778  -3.9706  -6.7542  -0.285
F  0.9399  3.1829  4.3925  -0.347
F  2.4120  5.4254  0.3839  -0.282
F  1.2817  -3.5028  -2.4642  -0.322
F  1.1418  -0.5577  -0.6683  -0.257
F  -0.4570  1.0931  3.3894  -0.213
O  0.1118  -5.4060  -3.1289  -0.531
O  -1.4549  -1.0425  2.8839  -0.609
O  0.9786  -1.8369  1.2815  -0.679
O  -0.7394  4.2378  3.1309  -0.507
O  -1.9360  -2.5331  -5.7244  -0.574
O  -1.7440  -4.9056  -5.1145  -0.521
O  -0.9530  -1.4982  -0.1755  -0.281
O  -2.3185  1.1354  2.0108  -0.551
O  -1.0719  -3.3827  -2.4155  -0.445
O  0.4237  6.2659  1.3384  -0.482
O  0.9401  5.5738  4.3251  -0.597
O  0.4933  4.1415  0.0518  -0.519
N  0.3240  -3.2398  -4.5799  -0.278
N  0.0763  0.4493  1.1680  -0.117
N  1.7478  4.1775  2.3720  -0.292

---

This record from the OMol25 dataset describes a structure of composition C36H40P2Sn at a distorted geometry. The level of theory is ωB97M-V/def2-TZVPD.

HOMO (spin up / spin down) in eV: -5.42 / -5.42
Lowest unoccupied orbital energy (spin up / spin down) in Ha: -0.0160 / -0.0161

Last column: Mulliken charge in e.
CARTESIAN COORDINATES (ANGSTROEM)
Sn  0.0159  1.6098  0.3437  0.423
P  2.6233  -0.2199  0.4824  1.333
P  -1.5034  -1.1465  0.4652  1.450
C  2.9963  2.4278  1.4239  -0.002
C  3.8350  -1.0744  1.4078  0.173
C  -3.6385  -4.6511  0.6248  -0.722
C  -2.1086  1.1472  -2.7146  -0.198
C  -1.3468  1.8688  -3.7589  -1.210
C  3.0416  3.8103  1.2181  -0.403
C  3.2641  1.5163  0.3537  -0.280
C  -4.6638  2.3269  0.4600  -0.644
C  5.1693  -0.5618  1.5278  -0.703
C  0.0772  2.2659  -3.3442  -1.096
C  -5.0853  0.9971  0.5007  -0.851
C  0.0128  -0.8119  -3.6679  -1.745
C  6.1884  -1.4436  1.8753  -0.532
C  3.4962  -2.3215  2.0197  -0.349
C  3.3148  4.3322  -0.0552  -0.544
C  3.7413  2.0933  -0.8451  -0.464
C  5.8584  -2.7735  2.2375  -0.417
C  -3.9587  -4.7472  1.9964  -0.436
C  -2.7596  0.1950  0.4412  0.598
C  -2.4392  -2.5916  1.0912  -0.226
C  -3.5398  -3.7552  2.9072  -0.864
C  0.8340  -0.0374  -2.6942  -0.224
C  -3.3138  2.6251  0.2891  -0.425
C  -2.1081  -0.1602  -2.4043  -0.173
C  -2.8430  -3.5866  0.1757  0.022
C  -0.5281  2.9700  2.0941  -1.453
C  1.4063  -1.5106  -0.0386  -1.297
C  3.6725  3.4578  -1.0909  -0.461
C  4.5174  -3.1954  2.3615  -0.641
C  -2.8101  -2.6520  2.4512  -0.101
C  0.7486  1.2739  -2.4199  -0.084
C  0.0477  -1.8404  -0.1843  -0.204
C  -0.2766  -0.1688  1.9890  -1.972
C  -1.3376  -1.2421  -3.0673  -0.122
C  -2.4092  1.5458  0.0921  -0.299
C  -4.1467  -0.0372  0.4916  -0.553
H  -3.7750  -3.8337  3.9752  0.372
H  2.4522  -2.5913  2.2135  0.375
H  -2.5429  -1.8415  3.1441  0.488
H  -1.7240  1.7479  -0.8122  -0.707
H  -2.9478  3.6608  0.2091  0.477
H  1.4747  1.7145  -1.7332  0.643
H  -2.8919  1.7712  -2.2635  0.562
H  -2.9524  -0.5165  -1.8003  0.941
H  -1.6024  3.1454  1.9400  0.461
H  3.2461  5.4004  -0.2497  0.389
H  2.0994  -2.2775  -0.4336  0.555
H  3.9062  3.8132  -2.0992  0.416
H  0.5732  -1.7287  -3.9078  0.548
H  0.7400  -0.6112  2.0670  0.463
H  -1.9008  2.7929  -3.9709  0.478
H  -3.9925  -5.3877  -0.1081  0.397
H  -2.5564  -3.4964  -0.8815  0.235
H  -1.1474  -2.0132  -2.3131  -0.284
H  0.0410  3.8972  1.9412  0.379
H  4.1505  1.4285  -1.5987  0.402
H  -0.5771  0.4432  2.8678  0.543
H  -0.3820  2.6068  3.1203  0.389
H  2.8076  4.4902  2.0476  0.424
H  -1.9699  -1.7164  -3.8410  0.507
H  2.6772  2.0340  2.3903  0.367
H  0.6668  2.3983  -4.2718  0.416
H  -0.1743  -0.3029  -4.6234  0.394
H  -6.1514  0.7537  0.5314  0.402
H  -5.3965  3.1289  0.5467  0.379
H  -4.5417  -5.6059  2.3543  0.357
H  1.6299  -0.6250  -2.2119  0.668
H  -4.5030  -1.0563  0.4529  0.446
H  6.6735  -3.4799  2.4336  0.336
H  4.2824  -4.1993  2.7407  0.364
H  -0.0555  -2.7946  -0.7294  0.589
H  -1.3473  1.2988  -4.6996  0.325
H  5.3740  0.5072  1.3667  0.330
H  -0.9916  -1.0560  2.1415  0.417
H  0.0482  3.2536  -2.8597  0.119
H  7.2361  -1.0870  1.8894  0.335

---

This record from the OMol25 dataset describes a structure of composition C29H24AsN3O2RuS. The level of theory is ωB97M-V/def2-TZVPD.

Energy relative to the best compared isomer or geometry (same formula, charge and spin) in kcal per mole: 8.5
HOMO (spin up / spin down) in eV: -10.50 / -10.94
Lowest unoccupied orbital energy (spin up / spin down) in Ha: -0.0868 / -0.1782
Multiplicity: 6
Total charge: +1

Last column: Mulliken spin population.
CARTESIAN COORDINATES (ANGSTROEM)
Ru  0.6215  1.4673  0.0241  3.748
As  -1.4425  -0.2967  -0.3008  0.094
S  -1.2266  2.9058  -0.4276  0.378
O  2.5031  1.1425  1.0407  0.129
O  1.5941  -0.2516  -0.8073  0.165
N  3.1641  0.0770  0.7911  -0.001
N  2.6911  -0.6065  -0.1670  0.026
N  1.7091  3.4996  -0.4635  0.095
C  0.0732  -0.6886  2.1050  0.036
C  -1.0879  -0.0875  1.5991  0.049
C  0.4477  -0.4816  3.4266  -0.020
C  4.4570  -4.2524  -1.2200  0.001
C  -2.3617  -4.0125  -1.9478  -0.001
C  2.5538  -2.7806  -1.2249  0.003
C  -1.9645  -2.6960  -1.7688  0.021
C  -5.3689  1.0571  -0.8999  0.028
C  4.6359  -2.0863  -0.1847  0.000
C  3.3146  -1.8524  -0.5349  0.003
C  2.2636  5.2614  -1.9699  0.000
C  -2.8104  2.1403  -0.6178  -0.009
C  -2.7630  -4.2166  0.4177  0.002
C  3.0594  5.8525  -1.0016  -0.002
C  -2.3723  -2.8981  0.6043  -0.003
C  1.5997  4.0906  -1.6578  -0.002
C  -3.9104  2.9735  -0.8174  0.025
C  3.1397  -3.9906  -1.5650  0.001
C  2.4856  4.0668  0.4663  -0.006
C  -2.7585  -4.7709  -0.8547  0.007
C  -1.9784  -2.1394  -0.4930  0.075
C  -4.2820  0.2199  -0.6953  -0.007
C  -5.1775  2.4311  -0.9602  -0.009
C  3.1685  5.2462  0.2402  0.008
C  -0.3291  0.3258  4.2423  0.034
C  5.2006  -3.3018  -0.5331  0.000
C  -1.4817  0.9268  3.7447  -0.003
C  -3.0115  0.7625  -0.5542  0.095
C  -1.8586  0.7321  2.4275  0.031
H  -4.4232  -0.8532  -0.6494  0.002
H  3.5870  6.7733  -1.2112  0.000
H  1.3437  -0.9490  3.8125  0.000
H  2.5639  3.5489  1.4129  -0.002
H  -0.0388  0.4893  5.2716  0.001
H  5.2044  -1.3351  0.3427  0.000
H  -3.0734  -4.8104  1.2671  0.000
H  4.9093  -5.1966  -1.4909  0.000
H  0.6642  -1.3444  1.4741  0.005
H  -2.3592  -4.4472  -2.9384  0.000
H  -2.7497  1.2099  2.0398  0.000
H  -6.0218  3.0879  -1.1222  0.000
H  2.5609  -4.7289  -2.1029  0.000
H  -3.0646  -5.7990  -0.9951  0.000
H  3.7769  5.6731  1.0243  0.001
H  0.9472  3.6081  -2.3742  0.000
H  1.5306  -2.5558  -1.4882  0.001
H  -2.3787  -2.4662  1.5974  0.003
H  -3.7629  4.0447  -0.8620  -0.001
H  -6.3592  0.6378  -1.0136  0.001
H  -2.0860  1.5527  4.3877  0.000
H  -1.6486  -2.1049  -2.6208  -0.002
H  2.1502  5.6988  -2.9512  0.001
H  6.2307  -3.5025  -0.2724  0.000

---

This record from the OMol25 dataset describes an isolated molecule of C6H10O at a distorted geometry. The level of theory is ωB97M-V/def2-TZVPD.

Energy relative to the best compared isomer or geometry (same formula, charge and spin) in kcal per mole: 111.0
HOMO in eV: -5.00
Lowest unoccupied orbital energy in Ha: -0.0424
SMILES: C/C=C/C=C(/C)O

Last column: Mulliken charge in e.
CARTESIAN COORDINATES (ANGSTROEM)
O  -1.0191  1.5255  1.5729  -0.405
C  1.0440  -2.8613  -0.3098  -0.968
C  -0.8385  1.4663  0.2696  0.751
C  -1.5222  2.5784  -0.4211  -1.212
C  0.6725  -0.4178  0.3467  -0.362
C  1.4848  -1.4090  -0.2468  -0.680
C  -0.1296  0.4572  -0.3363  0.127
H  -1.3788  3.4665  0.1954  0.377
H  0.6584  -0.3183  1.4766  0.012
H  0.3129  -3.0923  0.4771  0.329
H  -1.1180  2.7252  -1.4221  0.342
H  -2.5773  2.3330  -0.4741  0.296
H  -0.4613  0.8387  1.9975  0.272
H  0.5611  -3.1101  -1.2566  0.205
H  2.5236  -1.1044  -0.3344  0.313
H  1.9113  -3.4931  -0.1248  0.284
H  -0.1239  0.4156  -1.4100  0.319